Record 1
C4H9BN2 in the gas phase in a non-equilibrium geometry, computed with ωB97M-V with the def2-TZVPD basis set.

```
16
Properties=species:S:1:pos:R:3:forces:R:3:mulliken_charge:R:1
C 2.626 -0.373 0.119 2.508 1.188 -1.782 -0.710
N 1.270 -0.071 0.051 -6.307 -1.342 -0.091 -0.044
B -0.212 -0.975 0.471 3.553 0.825 -1.426 -0.093
N -1.176 -0.064 -0.021 0.724 -0.608 1.030 0.156
C -2.639 -0.167 -0.025 1.836 1.683 2.808 -0.854
C -0.605 1.147 -0.405 0.933 0.306 0.074 -0.514
C 0.766 1.161 -0.363 -0.784 -1.593 -0.486 -0.245
H 3.236 -1.120 -0.492 -1.766 0.489 -0.086 0.233
H 3.149 0.593 -0.082 0.088 -0.648 0.449 0.234
H 2.768 -0.663 1.087 1.217 -0.707 2.773 0.330
H -0.174 -2.167 0.912 -0.253 1.788 -0.593 -0.062
H -3.026 0.570 -0.650 -0.682 1.227 -1.160 0.323
H -2.877 -1.082 -0.378 -1.109 -2.978 -0.951 0.365
H -3.035 0.010 0.997 0.093 -0.273 -0.576 0.275
H -1.307 1.933 -0.570 0.102 0.598 -0.390 0.302
H 1.422 1.911 -0.796 -0.151 0.043 0.407 0.303
```
Forces are in eV/Å.

2S+1: 1
Frontier orbital gap (eV): 8.102
Highest occupied orbital energy (Eh): -0.2650
E_LUMO (hartree): 0.033
Electronic energy (eV): -7949.684

***

Record 2
A gas-phase ion, C4H9BNO2 (charge +1) in a non-equilibrium geometry, computed with ωB97M-V with the def2-TZVPD basis set.

```
17
Properties=species:S:1:pos:R:3:forces:R:3:mulliken_charge:R:1
N -3.028 0.637 -0.386 1.111 -2.025 -0.094 -0.355
C -1.843 0.020 -0.610 -0.368 1.939 1.921 -0.132
C -0.521 0.219 -0.063 0.048 2.310 0.798 -0.171
C -0.041 -0.766 1.046 -0.997 -1.497 -2.666 -0.691
C 0.833 -0.673 -0.186 -1.761 0.130 -0.026 -0.151
B 2.153 0.200 -0.091 0.837 -0.197 -0.110 0.592
O 3.174 -0.114 -0.975 -0.176 2.040 2.220 -0.550
O 2.202 1.136 0.955 0.132 -1.232 -1.545 -0.515
H -3.888 0.216 -0.793 1.185 0.377 0.045 0.310
H -3.256 1.076 0.499 0.641 0.658 -0.175 0.288
H -1.851 -0.744 -1.280 -0.673 -2.162 -2.161 0.469
H -0.343 1.248 0.387 -0.218 -1.236 -1.001 0.332
H 0.022 -0.160 1.880 1.115 0.544 1.852 0.326
H -0.717 -1.606 1.141 0.368 -0.335 0.164 0.358
H 0.888 -1.545 -0.947 -0.677 1.480 1.560 0.259
H 3.170 -0.725 -1.690 -0.513 -0.729 -0.552 0.315
H 3.045 1.580 1.113 -0.054 -0.066 -0.230 0.316
```
Forces are in eV/Å.

Charge: +1
2S+1: 1
Frontier orbital gap (alpha / beta) (eV): 9.670 / 9.670
Highest occupied orbital energy (alpha / beta) (Eh): -0.5383 / -0.5383
E_LUMO (alpha / beta) (hartree): -0.183 / -0.183
Electronic energy (eV): -10549.617

***

Record 3
A molecular structure, C4H9BiMgO4 in a non-equilibrium geometry, computed with ωB97M-V with the def2-TZVPD basis set.

```
19
Properties=species:S:1:pos:R:3:forces:R:3:mulliken_charge:R:1
O 2.070 1.381 -0.295 0.819 1.761 -2.518 -0.874
Mg 3.647 0.699 0.704 0.918 0.170 -0.685 0.686
O 2.344 -0.841 0.689 1.231 -1.699 0.424 -0.715
C 1.682 -1.833 0.022 0.904 -1.707 -1.809 -0.012
O 0.312 -1.494 -0.206 -0.142 0.149 1.429 -0.460
C 0.018 -0.432 -1.139 0.790 0.908 -1.980 -1.067
C -1.312 0.118 -0.689 -0.728 -0.250 -0.952 -0.127
O -1.110 0.812 0.561 -2.532 0.229 -2.011 -0.127
C -2.261 1.330 1.197 -0.938 0.279 0.709 -0.677
Bi 0.883 0.573 1.009 1.114 1.354 4.612 1.256
H 1.757 -2.755 0.621 -0.660 0.178 -0.505 0.284
H 2.082 -1.977 -1.002 0.293 -0.166 0.550 0.320
H -0.060 -0.819 -2.163 -0.118 -0.015 0.322 0.475
H 1.314 0.690 -1.522 -1.337 -1.037 2.685 0.458
H -2.034 -0.688 -0.473 0.150 0.232 -0.266 0.349
H -1.712 0.839 -1.417 0.077 -0.343 0.131 0.366
H -1.925 1.965 2.024 -0.072 -0.158 -0.174 0.268
H -2.840 1.939 0.488 0.188 -0.249 0.209 0.278
H -2.853 0.492 1.592 0.042 0.362 -0.172 0.319
```
Forces are in eV/Å.

<S²>: 0.752
Charge: +1
2S+1: 2
Frontier orbital gap (alpha / beta) (eV): 5.408 / 8.284
Highest occupied orbital energy (alpha / beta) (Eh): -0.3595 / -0.4686
E_LUMO (alpha / beta) (hartree): -0.161 / -0.164
Electronic energy (eV): -23756.001

***

Record 4
2 unconnected molecules or ions with the total composition C4H9ClS2 in a non-equilibrium geometry, computed with ωB97M-V with the def2-TZVPD basis set.

```
16
Properties=species:S:1:pos:R:3:forces:R:3:mulliken_charge:R:1
C -1.049 1.146 0.510 0.700 1.681 -2.082 -0.962
C -1.393 -0.261 0.068 2.302 -1.678 5.007 -0.662
C 1.687 1.086 -1.400 0.811 0.246 0.166 -0.509
C -0.153 -1.198 0.156 -0.053 0.909 1.354 0.221
S -0.109 -2.398 -1.039 0.148 -0.909 -1.177 -0.276
S 0.832 -1.319 1.642 0.489 -2.225 -2.114 -0.112
Cl 2.107 1.467 0.180 0.250 0.133 1.054 -0.058
H -0.569 1.798 -0.385 -0.958 -1.556 2.352 0.148
H -1.950 1.630 0.805 -0.941 0.613 -0.061 0.392
H -0.456 1.195 1.444 0.091 -0.142 -0.927 0.261
H -2.083 -0.692 0.879 0.429 0.490 -1.170 0.238
H -1.790 -0.463 -0.844 -1.476 0.242 -2.729 0.547
H 1.874 0.099 -1.712 -0.468 -1.448 0.025 0.232
H 2.219 1.762 -1.996 -0.068 1.252 -1.370 0.335
H 0.574 -3.472 -0.565 -0.153 0.554 0.417 0.129
H 0.260 -0.379 2.257 -1.102 1.838 1.254 0.076
```
Forces are in eV/Å.

2S+1: 1
Frontier orbital gap (alpha / beta) (eV): 9.181 / 6.163
Highest occupied orbital energy (alpha / beta) (Eh): -0.3260 / -0.2428
E_LUMO (alpha / beta) (hartree): 0.011 / -0.016
Electronic energy (eV): -38482.289

***

Record 5
C4H9ClSi in the gas phase in a non-equilibrium geometry, computed with ωB97M-V with the def2-TZVPD basis set.

```
15
Properties=species:S:1:pos:R:3:forces:R:3:mulliken_charge:R:1
C 2.404 1.340 -0.346 -2.100 0.444 -1.500 -0.586
C 1.405 1.016 0.421 -3.906 -2.515 1.294 -0.291
Si -0.436 0.837 -0.390 1.736 0.231 1.630 0.560
Cl -1.425 2.506 0.245 -0.511 0.663 0.389 -0.304
C -1.533 -0.602 0.088 1.627 -0.685 -2.011 -0.561
C -0.873 -1.982 0.234 2.528 -0.119 -0.318 -0.900
H 3.319 1.448 0.090 2.756 0.321 0.321 0.320
H 2.088 1.583 -1.366 1.127 0.138 0.098 0.163
H 1.484 0.608 1.480 0.239 0.976 -1.242 0.312
H -0.416 1.084 -1.800 0.393 -0.199 -0.987 -0.184
H -1.899 -0.431 1.029 -1.243 1.017 2.214 0.342
H -2.326 -0.534 -0.631 -0.736 -0.238 -0.266 0.322
H -1.267 -2.455 1.152 0.150 -0.323 -0.841 0.295
H -0.749 -2.675 -0.663 -0.878 0.933 1.159 0.282
H 0.224 -1.743 0.457 -1.181 -0.644 0.060 0.231
```
Forces are in eV/Å.

2S+1: 1
Frontier orbital gap (eV): 11.144
Highest occupied orbital energy (Eh): -0.3744
E_LUMO (hartree): 0.035
Electronic energy (eV): -24693.879

***

Record 6
A molecular structure, C4H9F2NS in a non-equilibrium geometry, computed with ωB97M-V with the def2-TZVPD basis set.

```
17
Properties=species:S:1:pos:R:3:forces:R:3:mulliken_charge:R:1
C -0.996 -0.879 -0.133 -1.093 -0.446 -0.318 -0.275
C -2.173 -0.067 0.370 0.283 0.083 0.269 -0.139
C 0.455 2.563 0.075 0.083 0.111 -0.009 -1.162
C 1.031 1.274 -0.421 0.480 0.264 -0.454 0.051
H -0.712 -0.558 -1.140 0.178 0.033 0.117 0.331
H -1.246 -1.945 -0.153 0.160 0.183 -0.017 0.318
H -2.458 -0.388 1.377 -0.048 0.032 -0.147 0.249
H -1.922 0.999 0.391 -0.102 -0.137 -0.034 0.109
H -0.524 2.746 -0.381 0.071 0.066 0.074 0.257
H 0.347 2.528 1.161 0.008 0.056 -0.078 0.320
H 1.103 3.403 -0.197 -0.112 -0.034 0.069 0.351
H 1.189 1.186 -1.506 -0.200 -0.160 0.146 0.416
H 2.099 -1.733 0.875 0.010 -0.020 -0.098 0.158
N 1.316 0.341 0.394 6.571 4.645 -1.841 -0.304
F 0.066 -0.677 0.730 -8.913 -4.801 3.430 -0.148
F -3.236 -0.269 -0.492 -0.053 0.012 -0.028 -0.298
S 1.971 -1.091 -0.293 2.678 0.113 -1.082 -0.236
```
Forces are in eV/Å.

2S+1: 1
Frontier orbital gap (eV): 9.271
Highest occupied orbital energy (Eh): -0.3101
E_LUMO (hartree): 0.031
Electronic energy (eV): -22049.360

***

Listing energy relative to the best compared isomer or geometry (same formula, charge and spin) for the structures above in their given order: 0.9589; 1.3797; 6.9464; 4.5770; 1.5788; 1.0723 eV.